Here is a 13-piece molecular cluster, C8H42N16O13 overall in a non-equilibrium geometry from the OMol25 dataset. Energies are from wB97M-V/def2-TZVPD.

Output
**Largest force on an atom**: 0.13925 Eh/bohr
**Energy above the lowest of the compared OMol25 structures with the same formula, charge and spin**: 20.90 kcal/mol
**Lowest unoccupied orbital energy**: -0.030 hartree
**HOMO-LUMO gap**: 0.2747 Ha
**Charge**: 0

Each line ends with the Mulliken charge.
Geometry (Å):
O (-19.916000, -17.786510, -3.175730)  -0.742
H (-19.104450, -18.293430, -3.201120)  0.199
H (-19.884680, -17.243760, -3.963560)  0.200
O (-18.966560, -15.107280, -2.499540)  -0.610
H (-19.102220, -14.473250, -1.795390)  0.185
H (-19.475650, -14.763330, -3.233540)  0.270
O (-14.686630, -13.419530, -0.057390)  -0.625
H (-14.477760, -14.139210, 0.538140)  0.333
H (-14.357610, -13.709030, -0.908370)  0.289
O (-15.946710, -15.029840, -2.073240)  -0.629
H (-15.144950, -15.552070, -2.047240)  0.300
H (-16.589980, -15.553790, -1.595850)  0.405
O (-14.388730, -15.139460, 2.176460)  -0.644
H (-13.654480, -15.573260, 1.741790)  0.294
H (-14.032560, -14.848110, 3.015810)  0.226
C (-18.044360, -11.831600, -1.834910)  0.495
O (-17.378900, -11.421700, -2.730240)  -0.728
N (-19.326160, -11.644460, -1.760870)  -0.239
N (-17.519180, -12.570220, -0.895810)  -0.023
H (-19.801110, -10.917840, -2.277150)  0.220
H (-19.795550, -11.930910, -0.913690)  0.201
H (-18.019910, -12.660810, -0.023360)  0.218
H (-16.623060, -12.989240, -1.099520)  -0.032
C (-17.582850, -16.476850, 0.305800)  0.142
O (-18.262460, -15.501280, 0.705090)  -0.663
N (-17.927360, -17.267120, -0.668560)  0.724
N (-16.427430, -16.809560, 0.788160)  0.073
H (-18.774480, -17.068950, -1.181610)  -0.299
H (-17.259270, -17.966690, -0.959020)  -0.268
H (-16.025580, -16.258610, 1.533190)  0.291
H (-15.986790, -17.659560, 0.466550)  0.067
C (-20.300960, -12.874970, 1.708250)  0.484
O (-19.449220, -12.145710, 1.170920)  -0.825
N (-21.274640, -12.424720, 2.419270)  -0.405
N (-20.551990, -14.107620, 1.428770)  -0.200
H (-21.924540, -13.116180, 2.765120)  0.168
H (-21.091300, -11.506090, 2.796900)  0.281
H (-19.748190, -14.647960, 1.142360)  0.242
H (-21.086990, -14.605510, 2.125900)  0.288
C (-21.700790, -20.142450, -1.069150)  0.550
O (-22.396510, -21.030060, -0.708840)  -0.673
N (-21.166980, -19.200320, -0.306380)  -0.052
N (-21.471460, -19.960680, -2.351500)  -0.291
H (-20.567350, -18.571730, -0.821560)  -0.022
H (-21.224600, -19.284080, 0.698500)  0.193
H (-20.887760, -19.252260, -2.772850)  0.275
H (-22.157620, -20.426020, -2.928340)  0.201
C (-22.440500, -16.137990, -1.459270)  0.529
O (-23.430400, -15.698330, -0.878930)  -0.783
N (-22.490080, -16.909020, -2.471130)  -0.246
N (-21.234640, -15.966630, -1.138440)  0.276
H (-21.585080, -17.291990, -2.704390)  0.137
H (-23.382250, -17.289720, -2.752550)  0.274
H (-20.507830, -16.131670, -1.820070)  -0.170
H (-21.255920, -15.378410, -0.317680)  0.149
C (-17.981690, -15.161730, 4.331260)  0.576
O (-18.099080, -15.036430, 5.529540)  -0.718
N (-17.052110, -14.691470, 3.607230)  -0.131
N (-18.593360, -16.132850, 3.755830)  -0.316
H (-17.129230, -14.625190, 2.602360)  0.084
H (-16.234120, -14.271480, 4.025100)  0.150
H (-18.463550, -16.224520, 2.758410)  0.212
H (-19.435940, -16.455050, 4.210090)  0.201
C (-15.172580, -19.052550, -2.805960)  0.472
O (-15.870820, -18.148050, -2.425190)  -0.540
N (-14.386860, -19.692390, -1.968510)  -0.404
N (-15.051940, -19.511730, -4.038920)  -0.459
H (-13.664770, -20.256230, -2.393680)  0.206
H (-14.254300, -18.915710, -1.336610)  0.268
H (-14.314400, -20.124690, -4.355790)  0.154
H (-15.721350, -19.152510, -4.704460)  0.242
C (-18.060070, -21.440050, -0.046320)  0.732
O (-17.416900, -21.078370, 0.945120)  -0.713
N (-17.590620, -21.322780, -1.232070)  -0.327
N (-19.187850, -22.116530, -0.028770)  -0.377
H (-16.836780, -20.696950, -1.477360)  0.146
H (-18.083860, -21.641000, -2.053990)  0.178
H (-19.574470, -22.343340, 0.876320)  0.214
H (-19.619670, -22.383520, -0.901890)  0.144

Forces on the atoms, in the same order (eV/Å):
0.4 -0.2 -0.2
0.5 -0.1 0.1
0.0 0.3 -0.3
0.1 -0.6 -0.3
0.2 0.6 0.4
0.0 0.4 -0.2
0.3 0.3 0.0
-0.2 0.0 0.4
-0.1 0.1 -0.3
0.3 0.3 -0.3
0.1 -0.3 -0.1
-0.3 -0.1 -0.1
-0.1 -0.2 -0.1
0.3 -0.2 0.0
0.1 0.2 0.3
1.5 -0.1 -0.3
2.0 1.6 -3.4
-5.1 0.6 0.6
0.8 -2.0 2.3
0.6 -0.1 -0.1
0.0 0.2 0.1
0.4 -0.3 0.2
-0.1 0.2 0.5
-1.9 2.0 0.6
0.6 -0.6 0.0
-1.8 -1.5 -2.1
3.1 -0.2 2.0
0.4 -0.1 -0.1
-0.5 0.1 -0.5
0.2 -0.2 0.0
0.1 0.3 0.4
1.5 2.8 -2.4
0.1 -0.6 0.7
-2.1 2.9 2.9
0.9 -5.5 -1.2
-0.1 1.1 0.5
-0.8 -0.2 0.3
0.2 -0.3 -0.4
0.0 -0.2 -0.3
0.1 1.1 0.5
-2.0 -2.8 1.7
1.0 1.0 1.0
0.5 -0.4 -4.0
-0.1 0.4 1.1
0.3 0.3 -0.3
-0.6 -0.2 0.3
0.4 0.0 -0.1
-5.3 0.8 1.3
-0.2 0.4 0.5
-1.3 -3.3 -5.1
4.7 2.0 3.6
-1.3 -0.6 -0.5
0.4 -0.1 -0.1
0.3 0.8 0.8
1.6 0.4 -0.1
-0.3 -1.5 4.4
-0.2 1.6 2.1
5.1 3.7 -3.4
-3.8 -3.5 -2.9
0.0 0.0 0.1
-0.6 0.3 0.0
-0.5 -0.3 0.0
0.2 -0.1 -0.3
0.3 -0.8 -1.5
-1.7 1.4 0.1
1.0 -0.3 2.1
-1.3 0.0 -2.8
0.4 0.3 0.8
1.5 -1.0 1.3
-0.4 0.2 0.1
0.4 -0.1 -0.2
1.1 -0.1 4.1
-0.7 0.3 0.0
2.3 1.3 -6.2
-2.2 -1.1 0.9
0.1 -0.2 0.7
-0.1 0.0 0.3
-0.2 -0.1 -0.5
-0.4 0.0 0.7